Molecular formula: C4H12N2O
Method: DFT, wB97M-V/def2-TZVPD

The geometry in XYZ format:
```
19
C4H12N2O, DFT wB97M-V/def2-TZVPD
N 1.54122 -1.02955 1.35665
C 1.27757 0.38632 1.54511
C -0.20897 0.79635 1.31070
N -0.90519 0.02242 0.25709
C -0.22321 0.13239 -1.04589
C -1.21115 0.05978 -2.18656
O -2.00910 -1.11320 -2.19649
H -2.20882 -1.31901 -1.26522
H 1.94112 -1.46341 2.17310
H 2.26326 -1.14346 0.65558
H 1.46431 0.74735 2.55870
H 1.87323 0.99084 0.86234
H -0.19022 1.79450 0.87938
H -0.82551 0.68786 2.19767
H -0.95772 -0.93899 0.54194
H 0.54920 -0.62178 -1.21993
H 0.27510 1.10078 -1.02278
H -1.85888 0.92439 -2.31750
H -0.58624 -0.01360 -3.08389
```

**Kohn-Sham gap**: 9.707 eV
**E_LUMO**: 0.901 eV

Löwdin population analysis, charges in e, atoms 1 to 4: atom 1 (N): 0.00, atom 2 (C): -0.27, atom 3 (C): -0.21, atom 4 (N): -0.08

=====

Molecular formula: C14H11F6N3O2
Method: DFT, wB97M-V/def2-TZVPD

The geometry in XYZ format:
```
36
C14H11F6N3O2, DFT wB97M-V/def2-TZVPD
N -0.87390 4.24730 -4.17400
O -0.99319 0.90978 3.07195
F -3.15318 1.19472 -3.91811
F -1.75066 -0.55019 -3.67545
F -1.24366 1.20992 -4.68157
F 3.45199 -1.35122 -1.58015
F 2.42068 -3.17542 -0.67517
F 1.37118 -1.78518 -2.20295
C -0.93392 3.55299 -3.25829
O 2.81321 -1.01233 1.13809
C -0.36300 0.08983 2.36793
C -0.44205 3.09379 -0.95997
C -0.38014 2.32016 0.18026
C -1.24820 0.48779 -1.10533
C -0.96936 2.63271 -2.14533
C -0.58605 0.93947 0.02667
C -1.39077 1.32236 -2.25540
N -0.05334 -1.02676 3.05771
N -0.23778 -0.01070 1.02308
C -1.96395 0.76070 -3.61782
C -0.69010 -1.53093 4.28117
C 2.24149 -1.86117 -1.11561
C 0.40004 -2.01611 2.03727
C 1.88427 -0.92334 0.07182
C 0.45248 -1.25627 0.66409
H 3.62504 -0.54525 0.80158
H -0.04095 4.09256 -0.92379
H -0.19373 2.73648 1.20298
H -1.39604 -0.58466 -1.24380
H 0.23678 -1.91945 4.91040
H -1.44967 -2.22828 3.99264
H -1.27562 -0.70413 4.76351
H -0.34015 -2.77719 2.07612
H 1.35447 -2.56900 2.20837
H 1.80971 0.16611 -0.32527
H -0.09194 -1.92907 -0.01760
```

**Kohn-Sham gap**: 9.049 eV
**E_LUMO**: -0.266 eV

Löwdin population analysis, charges in e, atoms 1 to 4: atom 1 (N): 0.18, atom 2 (O): 0.03, atom 3 (F): 0.20, atom 4 (F): 0.15

=====

Molecular formula: C3H10N2S
Method: DFT, wB97M-V/def2-TZVPD

The geometry in XYZ format:
```
16
C3H10N2S, DFT wB97M-V/def2-TZVPD
C -0.38798 -1.79356 0.69555
S 0.15179 -2.52001 -0.88631
C 1.95243 -2.27550 -0.74343
H 0.25075 -2.34735 1.35792
H -1.44687 -2.06546 0.77669
H -0.15765 -0.73878 0.79851
H 2.01890 -1.63996 0.16944
H 2.37945 -3.24767 -0.44908
H 2.33729 -1.76070 -1.63022
N -0.01854 4.01811 0.19858
C -1.09342 3.15282 0.31025
N -1.15605 2.34728 1.30819
H -0.11672 4.47653 -0.68557
H 0.53139 4.07782 1.03708
H -1.57340 2.97683 -0.66032
H -1.64396 1.48829 1.05576
```

**Kohn-Sham gap**: 9.233 eV
**E_LUMO**: 0.861 eV

Löwdin population analysis, charges in e, atoms 1 to 4: atom 1 (C): -0.43, atom 2 (S): 0.69, atom 3 (C): -0.42, atom 4 (H): 0.01

=====

Molecular formula: C2H5N5O
Method: DFT, wB97M-V/def2-TZVPD

The geometry in XYZ format:
```
13
C2H5N5O, DFT wB97M-V/def2-TZVPD
C -1.96000 -0.75733 -0.68566
C -0.92749 -0.51168 0.27568
N -1.35411 -0.67296 -1.82721
N -0.15328 -0.29184 -1.64461
N 0.16363 -0.20099 -0.39447
N 2.47780 0.49638 1.23512
N 1.35245 0.91343 1.13790
O -1.08089 -0.41062 1.61054
H -2.99342 -1.00855 -0.85038
H 0.51264 -0.40845 -2.42001
H -0.29168 0.01401 2.12137
H 3.22831 0.97624 0.78989
H 1.02603 1.86236 0.65183
```

**Kohn-Sham gap**: 9.702 eV
**E_LUMO**: 0.815 eV

Löwdin population analysis, charges in e, atoms 1 to 4: atom 1 (C): -0.06, atom 2 (C): -0.38, atom 3 (N): 0.01, atom 4 (N): -0.09

=====

Molecular formula: C30H26AsN3OPRhSe3Te
Method: DFT, wB97M-V/def2-TZVPD

The geometry in XYZ format:
```
67
C30H26AsN3OPRhSe3Te, DFT wB97M-V/def2-TZVPD
Rh -1.63267 -2.12114 0.82044
Se -2.08043 -4.29179 -0.18707
Se -3.44365 -5.35006 1.33624
Te -4.69021 -3.54717 2.55380
Se -3.86660 -1.43954 1.65785
C -0.52286 0.86471 -0.33195
C -0.03880 1.87345 -1.36228
As 1.38367 3.09996 -0.70961
C 2.65047 1.66408 -0.32854
C 2.67612 0.86948 0.81599
C 3.56160 -0.19750 0.90781
C 4.41937 -0.49140 -0.14061
C 4.40518 0.29754 -1.28291
C 3.53438 1.37432 -1.36806
C 0.63198 3.50017 1.04645
C -0.69320 3.93098 1.11044
C -1.26641 4.28893 2.32061
C -0.51560 4.22818 3.48761
C 0.80925 3.82653 3.43073
C 1.38392 3.47725 2.21566
P -1.22893 -0.67743 -1.00366
C -2.64244 -0.26984 -2.04666
C -3.31825 0.93701 -1.88814
C -4.47475 1.18872 -2.61286
C -4.96362 0.23747 -3.49541
C -4.29876 -0.97251 -3.65020
C -3.14756 -1.22874 -2.92439
C 0.11554 -1.25506 -2.06891
C 1.20617 -1.83232 -1.41795
C 2.33840 -2.18347 -2.13584
C 2.37970 -1.97874 -3.50811
C 1.29461 -1.40912 -4.16028
C 0.16706 -1.03747 -3.44305
H -1.22865 1.29507 0.38265
H 0.31033 0.49080 0.27003
H -0.85360 2.46665 -1.78026
H 0.44082 1.36305 -2.20039
H 2.02439 1.05974 1.65854
H 3.56189 -0.78876 1.81410
H 5.10536 -1.32562 -0.06559
H 5.07785 0.08096 -2.10301
H 3.53489 1.99299 -2.25954
H -1.28931 3.99212 0.20472
H -2.29773 4.61662 2.35359
H -0.96229 4.49468 4.43617
H 1.39886 3.76770 4.33544
H 2.41950 3.16304 2.19242
H -2.95016 1.68411 -1.19568
H -4.99370 2.12944 -2.48519
H -5.86439 0.43542 -4.06056
H -4.68421 -1.72064 -4.32988
H -2.64292 -2.17982 -3.03446
H 1.17751 -1.98546 -0.34293
H 3.18708 -2.61456 -1.62201
H 3.26000 -2.26033 -4.07054
H 1.33070 -1.24244 -5.22887
H -0.66741 -0.57301 -3.95224
N -0.23177 -3.70791 3.30085
C 0.20430 -2.42419 3.18539
O -0.00490 -1.80446 2.08197
C 0.84607 -1.80174 4.26226
C 1.10367 -2.54699 5.43675
N 1.25844 -3.22976 6.35364
C 1.18794 -0.43093 4.16901
N 1.46588 0.68511 4.09395
H 0.03796 -4.23661 4.11518
H -0.39507 -4.21972 2.44736
```

**2S+1**: 5
**Kohn-Sham gap (alpha / beta)**: 6.887 / 5.169 eV
**E_LUMO (alpha / beta)**: -1.071 / -2.842 eV

Löwdin population analysis, charges in e, atoms 1 to 4: atom 1 (Rh): 0.24, atom 2 (Se): 0.03, atom 3 (Se): -0.13, atom 4 (Te): 0.42

=====

Molecular formula: C42H28BrCl2F4MgP2S
Method: DFT, wB97M-V/def2-TZVPD

The geometry in XYZ format:
```
81
C42H28BrCl2F4MgP2S, DFT wB97M-V/def2-TZVPD
Mg -0.04695 0.07882 0.25552
F -6.55540 -4.33993 -0.04199
C -5.64717 -3.38933 -0.18856
C -6.00753 -2.16435 -0.71335
F -7.26459 -1.93890 -1.06676
C -5.04793 -1.17945 -0.86001
F -5.46028 -0.01525 -1.36038
C -3.71981 -1.37690 -0.50249
P -2.53340 -0.00105 -0.65708
C -3.32508 1.27522 0.38386
C -4.05446 2.35771 -0.09312
C -4.62740 3.25297 0.80119
C -4.49022 3.06434 2.16927
C -3.77686 1.97447 2.65302
C -3.19177 1.09253 1.76013
C -2.63998 0.48498 -2.39530
C -2.24127 1.76206 -2.78449
C -2.23050 2.10471 -4.12766
C -2.59201 1.17007 -5.08832
C -2.96427 -0.11130 -4.70713
C -2.98590 -0.45494 -3.36378
C -3.38589 -2.62297 0.02701
Br -1.63190 -3.04647 0.57463
C -4.33300 -3.61647 0.18332
F -4.02503 -4.80647 0.68744
H -4.18749 2.50204 -1.15752
H -5.19229 4.09579 0.42550
H -4.94324 3.76285 2.86034
H -3.67548 1.81597 3.71837
H -2.64623 0.23357 2.14764
H -1.93065 2.49089 -2.04533
H -1.92575 3.09966 -4.42320
H -2.57899 1.43902 -6.13620
H -3.24368 -0.84321 -5.45315
H -3.28121 -1.45685 -3.07776
Cl 0.02701 2.24690 1.53975
C 0.98311 3.29430 0.47282
C 1.31017 4.51751 1.02674
C 2.06224 5.39932 0.27544
C 2.46113 5.03312 -1.00144
C 2.11032 3.79794 -1.51910
Cl 2.65664 3.42638 -3.11907
C 1.34648 2.86051 -0.80314
S 0.96108 1.29478 -1.50464
H 0.98529 4.76592 2.02750
H 2.33409 6.36447 0.67965
H 3.04934 5.70554 -1.61044
C 3.24332 -4.93577 3.60835
C 1.92432 -4.84004 3.19474
C 1.51485 -3.74791 2.44107
C 2.41950 -2.75190 2.09064
C 3.74414 -2.85181 2.51834
C 4.15233 -3.94045 3.27153
P 1.94345 -1.37400 1.00438
C 2.61050 -1.82389 -0.62111
C 1.70492 -2.22530 -1.60010
C 2.14931 -2.60650 -2.85815
C 3.50692 -2.58331 -3.14116
C 4.41675 -2.18906 -2.16714
C 3.97251 -1.81295 -0.90955
C 2.91316 0.04362 1.62054
C 3.59166 0.91007 0.76660
C 4.19057 2.05671 1.27399
C 4.11763 2.34118 2.62846
C 3.45329 1.47212 3.48760
C 2.85224 0.32896 2.98682
H 3.56537 -5.78340 4.19880
H 1.21222 -5.60933 3.46176
H 0.48328 -3.68479 2.13348
H 4.45661 -2.07342 2.27364
H 5.18113 -4.01107 3.59913
H 0.63991 -2.25151 -1.38394
H 1.43927 -2.91477 -3.61387
H 3.85910 -2.87066 -4.12313
H 5.47556 -2.17417 -2.38913
H 4.69010 -1.50662 -0.15825
H 3.63506 0.70512 -0.29331
H 4.70468 2.73145 0.60082
H 4.58432 3.23614 3.01959
H 3.40639 1.68489 4.54762
H 2.34233 -0.34813 3.66317
```

**Charge**: +1
**Kohn-Sham gap**: 7.719 eV
**E_LUMO**: -2.595 eV

Löwdin population analysis, charges in e, atoms 1 to 4: atom 1 (Mg): 0.21, atom 2 (F): 0.16, atom 3 (C): -0.12, atom 4 (C): -0.12

=====

Molecular formula: C20H41N2P3PdS
Method: DFT, wB97M-V/def2-TZVPD

The geometry in XYZ format:
```
68
C20H41N2P3PdS, DFT wB97M-V/def2-TZVPD
Pd -0.49309 -1.17568 0.40834
P 0.32427 -1.90854 2.54547
P 2.55247 0.75737 0.35377
P -2.42715 0.00898 0.07566
H 2.21007 1.37850 -2.83941
C 1.26746 1.90757 -3.01169
C 0.88548 2.85340 -2.21128
H 1.43081 3.28295 -1.40057
C 1.07182 -3.36210 1.72658
C 1.41546 -1.00569 3.70361
C -1.35131 -2.03066 3.21618
C 3.60727 1.84768 -0.67988
C 2.89927 1.73106 1.98632
C 3.68835 -0.61671 0.62621
C -2.74422 0.96950 -1.41333
C -3.11843 0.97088 1.41142
C -3.35480 -1.56479 -0.05791
H 0.65403 1.31233 -3.66522
H -0.19176 2.95380 -2.08602
H 1.17704 -4.11296 2.53211
H 2.03803 -3.03362 1.28485
H 0.36806 -3.64840 0.90958
H 1.57400 -1.74107 4.52214
H 0.89362 -0.07497 4.06079
H 2.38430 -0.70964 3.24610
H -1.25219 -2.88255 3.89318
H -2.08623 -2.23499 2.41928
H -1.59697 -1.05781 3.68037
H 4.65314 1.53148 -0.58313
H 3.44433 2.88219 -0.36179
H 3.30769 1.78367 -1.71566
H 3.87802 1.42342 2.43269
H 2.07451 1.50985 2.69586
H 2.89703 2.82212 1.78319
H 4.70861 -0.24096 0.60454
H 3.53513 -1.30907 -0.19779
H 3.49933 -1.14158 1.56302
H -3.73929 0.68046 -1.76265
H -1.98717 0.80573 -2.20990
H -2.71720 2.03058 -1.08517
H -4.19872 1.00166 1.17863
H -2.68047 1.96793 1.39328
H -2.94253 0.53103 2.40152
H -3.79133 -1.53335 -1.09651
H -4.07933 -1.49853 0.74867
H -2.70510 -2.46065 0.05215
C -0.87559 -2.36964 -3.25396
C -0.95894 -3.73372 -3.71426
C -1.17615 -4.00117 -5.07547
C -1.18383 -2.96509 -6.00619
C -0.99873 -1.65446 -5.55016
C -0.86631 -1.32015 -4.21042
S -0.78789 -2.35746 -1.61958
H 0.94987 -0.13213 -0.35684
H -0.90270 -4.57502 -3.01320
H -1.36343 -5.06314 -5.37923
H -1.36856 -3.15940 -7.04231
H -0.99049 -0.83505 -6.27077
H -0.78690 -0.34059 -3.83126
N -0.36660 3.55910 1.48712
C -0.39406 4.61354 2.35647
C -0.39945 4.06482 3.62131
C -0.41793 2.66724 3.43688
N -0.46978 2.36112 2.10269
H -0.35208 3.59651 0.47334
H -0.40193 5.62453 2.00764
H -0.44190 4.55068 4.57056
H -0.42891 1.86962 4.19005
```

**2S+1**: 5
**Charge**: +4
**Kohn-Sham gap (alpha / beta)**: 5.833 / 3.150 eV
**E_LUMO (alpha / beta)**: -13.339 / -16.016 eV

Löwdin population analysis, charges in e, atoms 1 to 4: atom 1 (Pd): 0.17, atom 2 (P): 0.87, atom 3 (P): 0.98, atom 4 (P): 0.75

=====

| no. | E_tot (eV) |
| --- | --- |
| 1 | -9369.4161 |
| 2 | -39565.7722 |
| 3 | -17087.3620 |
| 4 | -11648.9254 |
| 5 | -314517.7626 |
| 6 | -184820.3057 |
| 7 | -66517.8352 |